[1]
DFT (ωB97M-V/def2-TZVPD) results for a 5-piece molecular cluster, C22H47NO12 overall at a distorted geometry.

Positions of all 82 atoms, in Å:
N  2.2939  2.1460  -0.4324
C  2.7664  1.1780  0.4385
C  3.9656  0.6334  0.5405
C  5.2049  1.0520  -0.1280
C  6.1457  1.6064  1.0001
O  7.3220  0.8496  1.1605
C  3.7333  -0.5574  1.3780
O  4.1275  -1.6274  1.0738
O  2.6461  -0.3817  2.2175
C  2.0160  0.7306  1.6458
O  1.3475  1.4545  2.2923
H  3.0618  2.4935  -0.9939
H  1.7190  1.6394  -1.1024
H  5.7514  0.2605  -0.6155
H  4.9929  1.9199  -0.7307
H  5.6171  1.6042  1.9495
H  6.4173  2.6361  0.8200
H  7.0941  -0.0774  1.2783
C  0.7196  -2.8596  2.8446
O  -0.5125  -3.2317  3.4424
C  -1.6318  -2.5680  2.8749
C  -2.3781  -3.4650  1.9153
O  -1.5937  -3.7478  0.7646
C  -1.0031  -5.0357  0.7927
H  1.4764  -3.5607  3.1941
H  0.6699  -2.9123  1.7534
H  1.0097  -1.8556  3.1536
H  -1.3245  -1.6517  2.3720
H  -2.2981  -2.2927  3.6975
H  -3.2795  -2.9458  1.5744
H  -2.6864  -4.3885  2.4140
H  -1.7632  -5.8062  0.6199
H  -0.4982  -5.2268  1.7423
H  -0.2670  -5.0839  -0.0094
C  -1.5456  1.1252  2.6230
O  -2.9138  0.8109  2.8371
C  -3.4583  1.4528  3.9789
C  -4.2998  2.6477  3.5913
O  -3.5047  3.6828  3.0334
C  -3.5831  3.7441  1.6217
H  -1.2773  0.7589  1.6331
H  -1.3646  2.2004  2.6592
H  -0.9165  0.6243  3.3641
H  -2.6668  1.7515  4.6720
H  -4.0955  0.7222  4.4884
H  -4.7742  3.0537  4.4904
H  -5.0903  2.3478  2.8972
H  -4.5557  4.1454  1.3139
H  -3.4302  2.7627  1.1665
H  -2.8003  4.4163  1.2728
C  -4.9466  5.5500  -2.3701
O  -4.4512  6.8619  -2.1703
C  -3.2800  6.8981  -1.3691
C  -2.0370  7.0897  -2.2083
O  -1.7799  5.9584  -3.0276
C  -2.1603  6.1520  -4.3783
H  -5.7111  5.5993  -3.1437
H  -4.1590  4.8657  -2.6942
H  -5.4048  5.1708  -1.4500
H  -3.1963  5.9919  -0.7622
H  -3.3818  7.7503  -0.6898
H  -1.1767  7.2058  -1.5416
H  -2.1216  7.9964  -2.8138
H  -1.4648  6.8359  -4.8767
H  -3.1769  6.5439  -4.4579
H  -2.1169  5.1848  -4.8764
C  3.0296  -4.8317  -1.6266
O  1.9121  -5.6997  -1.7159
C  1.2125  -5.5753  -2.9452
C  1.5398  -6.7098  -3.8896
O  2.8886  -6.6516  -4.3284
C  3.7306  -7.5769  -3.6637
H  3.6121  -5.1301  -0.7568
H  3.6617  -4.8958  -2.5154
H  2.6988  -3.7971  -1.4853
H  1.4242  -4.6115  -3.4166
H  0.1430  -5.6090  -2.7122
H  0.9075  -6.6213  -4.7787
H  1.3267  -7.6727  -3.4169
H  3.5245  -8.5960  -4.0080
H  3.6076  -7.5261  -2.5794
H  4.7602  -7.3253  -3.9126

The calculation puts the LUMO energy at -0.50 eV. Its SMILES is NC1=C(CCO)C(=O)OC1=O.COCCOC.COCCOC.COCCOC.COCCOC.

[2]
DFT (ωB97M-V/def2-TZVPD) results for a 5-piece molecular cluster, C22H47NO16P2 overall at a distorted geometry.

Positions of all 88 atoms, in Å:
C  4.2704  3.5508  2.6315
C  3.7406  3.2616  1.2509
O  4.3893  2.5831  0.4545
O  2.4927  3.6664  0.9113
C  1.8748  4.7255  1.6451
C  0.4870  4.9586  1.0757
C  -0.5367  5.1973  2.1677
C  -1.9488  5.4428  1.5938
P  -3.1341  4.0394  1.6991
O  -3.5561  4.0165  3.3047
P  -2.0698  2.1122  1.5839
N  -0.7918  2.0654  2.7734
O  -1.1941  2.3165  0.1946
H  5.3463  3.5961  2.5697
H  3.8954  4.4474  3.0997
H  4.0219  2.7022  3.2589
H  1.7727  4.4618  2.6931
H  2.4797  5.6262  1.6030
H  0.4883  5.7941  0.3844
H  0.2203  4.0830  0.4953
H  -0.2355  6.0945  2.7077
H  -0.5250  4.3869  2.8828
H  -1.8628  5.7596  0.5618
H  -2.4036  6.2635  2.1395
H  -4.4797  4.2646  3.3233
H  -1.2252  1.9450  3.6806
H  -0.2257  1.2427  2.6047
H  -0.4533  1.7095  0.2265
C  0.2828  -5.1524  3.5268
C  1.0216  -4.4136  2.4328
O  0.9211  -2.9863  2.5931
C  1.7054  -2.4643  3.5322
O  2.4911  -3.0580  4.2165
O  1.4768  -1.1491  3.5750
C  2.2134  -0.4586  4.5902
H  -0.7547  -4.8201  3.5751
H  0.2972  -6.2237  3.3292
H  0.7398  -4.9767  4.4988
H  0.5708  -4.6289  1.4664
H  2.0697  -4.7069  2.3854
H  3.2785  -0.6598  4.5107
H  1.8519  -0.7466  5.5756
H  2.0323  0.6016  4.4368
C  -7.5438  1.9165  6.5751
C  -6.7344  1.2567  5.4797
O  -7.5572  0.8454  4.3775
C  -7.9271  1.8163  3.5500
O  -7.6204  2.9764  3.6331
O  -8.6878  1.2817  2.5997
C  -9.1911  2.2224  1.6480
H  -8.3541  1.2609  6.8957
H  -6.9073  2.1300  7.4336
H  -7.9823  2.8516  6.2320
H  -6.2792  0.3389  5.8452
H  -5.9381  1.9072  5.1192
H  -8.3826  2.8012  1.2085
H  -9.9116  2.8880  2.1200
H  -9.6840  1.6389  0.8770
C  1.9209  -0.9901  -0.0763
C  2.2785  -2.4424  -0.2961
O  2.3683  -2.7669  -1.6914
C  3.4882  -2.3731  -2.2924
O  4.4227  -1.8319  -1.7682
O  3.4074  -2.7159  -3.5767
C  4.5339  -2.3186  -4.3626
H  1.0076  -0.7409  -0.6209
H  1.7596  -0.8071  0.9861
H  2.7085  -0.3243  -0.4263
H  1.4878  -3.0712  0.0976
H  3.2064  -2.7085  0.2109
H  5.4635  -2.6790  -3.9296
H  4.5648  -1.2346  -4.4565
H  4.3963  -2.7597  -5.3454
C  1.5505  -3.0390  -7.8795
C  1.8011  -4.5213  -8.0468
O  1.8836  -4.9001  -9.4293
C  3.0362  -4.6152  -10.0259
O  4.0017  -4.1197  -9.5094
O  2.9498  -5.0049  -11.2961
C  4.1142  -4.7266  -12.0766
H  0.6623  -2.7360  -8.4350
H  1.4028  -2.7996  -6.8263
H  2.3892  -2.4515  -8.2495
H  0.9673  -5.0939  -7.6469
H  2.7048  -4.8373  -7.5270
H  5.0043  -5.1396  -11.6087
H  4.2305  -3.6528  -12.2118
H  3.9536  -5.2000  -13.0401

The calculation puts the LUMO energy at 0.43 eV. Its SMILES is CC(=O)OCCCCP(O)#P(N)O.CCOC(=O)OC.CCOC(=O)OC.CCOC(=O)OC.CCOC(=O)OC.

[3]
DFT (ωB97M-V/def2-TZVPD) results for a 2-piece molecular cluster, C22H47NO4P overall.

Positions of all 75 atoms, in Å:
C  -1.7205  0.9648  -2.7253
C  -1.9601  2.0207  -1.6499
C  -3.4230  2.4436  -1.5017
C  -4.4037  1.2771  -1.4160
C  -5.8116  1.6919  -0.9857
C  -5.9479  2.2730  0.4355
C  -5.1482  1.5440  1.5290
C  -4.1157  2.4284  2.2277
C  -3.2590  1.6521  3.2341
C  -1.9587  1.1697  2.5782
C  -0.8470  0.7400  3.5470
C  -0.7313  -0.7726  3.8015
C  -0.8349  -1.6872  2.5723
C  -0.0177  -1.2658  1.3610
C  0.3241  -2.3566  0.3364
C  1.6973  -1.9686  -0.2554
P  2.8530  -3.4816  -0.2573
O  2.0917  -4.3490  -1.4049
O  4.1281  -2.8585  -1.0561
C  2.2036  -0.9726  0.7430
O  3.4067  -0.4868  0.8384
C  4.0844  0.0818  -0.3470
C  4.5764  1.4666  0.0131
C  4.8095  2.3140  -1.2396
C  5.6641  1.6084  -2.2939
N  1.3134  -0.6916  1.6443
H  -2.1756  0.0076  -2.4668
H  -0.6520  0.8051  -2.8874
H  -2.1434  1.2782  -3.6822
H  -1.6023  1.6453  -0.6823
H  -1.3610  2.9028  -1.8896
H  -3.7010  3.0868  -2.3426
H  -3.5082  3.0616  -0.6053
H  -4.0021  0.5104  -0.7439
H  -4.4710  0.7990  -2.3965
H  -6.1637  2.4430  -1.6987
H  -6.4843  0.8371  -1.0919
H  -5.6797  3.3326  0.4273
H  -7.0063  2.2453  0.6982
H  -5.8181  1.1442  2.2938
H  -4.6363  0.6771  1.1020
H  -3.4516  2.8618  1.4743
H  -4.6311  3.2648  2.7053
H  -3.8279  0.7778  3.5658
H  -3.0262  2.2514  4.1162
H  -1.5843  1.9824  1.9502
H  -2.2171  0.3496  1.9026
H  0.1102  1.1598  3.2205
H  -1.0329  1.2163  4.5119
H  0.1972  -0.9885  4.3377
H  -1.5316  -1.0632  4.4842
H  -0.5550  -2.7036  2.8597
H  -1.8735  -1.7358  2.2422
H  -0.5685  -0.4859  0.8263
H  -0.4520  -2.3886  -0.4240
H  0.3842  -3.3406  0.8107
H  1.6520  -1.5100  -1.2483
H  1.6424  -3.8648  -2.1100
H  4.2220  -3.2509  -1.9498
H  3.3684  0.1255  -1.1691
H  4.8710  -0.6147  -0.6101
H  3.8178  1.9419  0.6399
H  5.4941  1.3961  0.6000
H  5.2886  3.2480  -0.9469
H  3.8363  2.5667  -1.6694
H  6.5039  1.0764  -1.8410
H  5.0849  0.8814  -2.8674
H  6.0723  2.3239  -3.0055
H  1.5305  -0.0975  2.4350
C  5.6687  -5.7411  -2.8726
O  4.9869  -4.5442  -3.2539
H  5.7279  -5.7390  -1.7870
H  5.1235  -6.6285  -3.1963
H  6.6796  -5.7669  -3.2811
H  4.9215  -4.5215  -4.2131

The calculation puts the LUMO energy at -2.76 eV. The net charge is +1.

[4]
DFT (ωB97M-V/def2-TZVPD) results for C22H47NOPbSSbSeSi3 as an isolated structure at a distorted geometry.

Positions of all 78 atoms, in Å:
Pb  -15.3215  7.0311  4.6007
C  -14.7528  11.4879  2.1834
C  -14.9946  10.0287  1.8156
C  -16.2781  9.5162  1.6248
C  -16.4132  8.2651  1.1228
C  -15.3350  7.4899  0.8092
C  -14.0552  7.8796  1.1672
C  -13.8946  9.1625  1.6751
H  -15.7388  11.9668  2.3378
H  -14.2562  12.0579  1.4116
H  -14.1950  11.6372  3.1575
H  -17.1585  10.1482  1.7808
H  -17.3967  7.9544  0.8723
H  -15.4265  6.5709  0.2554
H  -13.1597  7.3261  0.9192
H  -12.8982  9.5963  1.8484
C  -19.4288  4.1687  4.4263
S  -18.3348  5.4703  3.9194
C  -17.5253  4.6178  2.5608
H  -18.8972  3.2937  4.8216
H  -19.9647  3.8092  3.5709
H  -20.1222  4.5634  5.1461
H  -18.2698  4.2291  1.8643
H  -16.8155  3.8305  2.8801
H  -16.9228  5.3607  2.0652
C  -16.9536  11.2320  4.8504
Si  -16.7587  11.0805  6.7168
C  -18.3108  11.5280  7.7006
C  -15.3335  11.9807  7.5018
Sb  -16.3832  8.5247  7.0218
Si  -14.8263  8.4843  9.0441
C  -15.0964  6.7731  9.8584
C  -13.0406  8.6767  8.4740
C  -15.5266  9.8061  10.1555
Si  -18.6218  7.5092  7.8173
C  -18.5021  5.6037  7.8857
C  -19.8460  8.0031  6.5044
C  -19.1078  8.2131  9.4800
H  -17.2083  12.2509  4.5670
H  -17.6542  10.5514  4.3478
H  -15.9960  11.0204  4.4218
H  -18.4750  12.5957  7.5192
H  -18.1844  11.4162  8.7750
H  -19.2394  11.0217  7.4086
H  -14.8708  12.7877  6.9676
H  -14.5057  11.3031  7.8000
H  -15.7471  12.4436  8.4264
H  -14.8682  6.0526  9.0700
H  -16.1617  6.6763  10.0825
H  -14.4541  6.6742  10.7420
H  -12.7509  7.6914  8.0875
H  -12.4423  8.8796  9.3265
H  -12.7800  9.4087  7.7049
H  -16.5370  9.6193  10.4600
H  -15.4019  10.8360  9.8663
H  -15.0195  9.7681  11.1262
H  -18.5359  5.2163  6.8324
H  -19.3110  5.2151  8.4172
H  -17.5495  5.3442  8.3316
H  -19.5260  7.6006  5.5117
H  -19.8714  9.0317  6.3876
H  -20.8614  7.6249  6.7044
H  -18.4951  7.8910  10.2739
H  -20.1313  7.8524  9.7450
H  -19.1842  9.3032  9.5326
C  -13.5481  3.9919  7.0873
C  -14.9998  4.2066  6.7504
C  -15.9497  3.0674  6.8810
O  -15.3694  5.2620  6.3162
H  -13.4696  3.3775  7.9792
H  -13.0218  4.9304  7.2158
H  -13.0421  3.5392  6.2003
H  -16.3751  2.8697  5.8659
H  -16.8484  3.4092  7.4090
H  -15.5017  2.2082  7.3680
Se  -12.6563  7.5641  4.8612
C  -13.2939  9.2077  5.1543
N  -13.6641  10.2928  5.3423

The calculation puts the LUMO energy at -3.10 eV. The net charge is +1.

[5]
DFT (ωB97M-V/def2-TZVPD) results for C22H48AgN5OPS as an isolated structure.

Positions of all 79 atoms, in Å:
Ag  1.0022  -0.3975  -0.0922
S  -0.3122  1.2856  -2.2973
C  1.2739  1.6923  -2.1096
N  1.7594  2.5999  -1.2310
C  3.1679  2.8641  -1.4550
C  3.5732  1.5300  -2.0771
N  2.3449  1.1502  -2.7813
H  1.1059  3.2423  -0.8166
H  3.6883  3.0643  -0.5189
H  3.3152  3.7046  -2.1433
H  3.7895  0.8020  -1.2894
H  4.4197  1.6110  -2.7573
H  2.2187  0.1636  -2.9735
C  -2.8922  -0.4379  0.1950
N  -3.1355  -1.5184  1.1400
C  -4.2581  -1.3727  2.0468
C  -4.1170  -2.3015  3.2336
C  -3.9353  -3.7180  2.7326
N  -2.8832  -3.7738  1.7452
C  -2.3797  -5.0904  1.4374
C  -2.5705  -2.7296  0.8724
O  -1.8077  -2.9092  -0.0642
H  -3.1649  0.5008  0.6771
H  -3.4795  -0.5623  -0.7209
H  -1.8324  -0.3673  -0.0305
H  -5.2100  -1.5712  1.5283
H  -4.2806  -0.3316  2.3714
H  -4.9966  -2.2311  3.8762
H  -3.2426  -2.0086  3.8156
H  -4.8834  -4.0958  2.3151
H  -3.6657  -4.3894  3.5534
H  -1.9837  -5.5576  2.3445
H  -1.5886  -5.0043  0.7007
H  -3.1654  -5.7428  1.0318
C  2.2567  -1.6757  -1.2641
H  2.3115  -2.6376  -0.7379
H  3.2968  -1.3727  -1.4489
H  1.8021  -1.9044  -2.2395
C  -1.4329  2.4875  3.3533
C  -0.7849  1.2973  4.0782
C  -1.8952  0.2446  4.1846
C  -0.3912  1.7283  5.4951
P  0.5556  0.5759  2.9153
N  -0.0333  0.6149  1.4901
C  1.0103  -1.1739  3.5744
C  -0.0153  -2.1636  2.9984
C  1.0968  -1.3652  5.0967
C  2.3646  -1.6119  2.9871
C  2.1150  1.6546  3.1857
C  2.8756  1.4992  4.5091
C  1.6900  3.1232  3.0480
C  3.0918  1.4057  2.0283
H  -2.4049  2.6980  3.8163
H  -1.5721  2.2377  2.2999
H  -0.8367  3.3975  3.4146
H  -2.7827  0.7099  4.6311
H  -1.6216  -0.6035  4.8100
H  -2.1495  -0.1219  3.1884
H  -1.2910  2.0358  6.0427
H  0.2877  2.5805  5.5000
H  0.0733  0.9238  6.0689
H  -0.9969  -2.0823  3.4571
H  0.3502  -3.1829  3.1734
H  -0.1257  -2.0184  1.9205
H  0.1332  -1.2400  5.5926
H  1.8095  -0.6920  5.5751
H  1.4314  -2.3881  5.3072
H  2.4066  -1.4715  1.9034
H  2.4882  -2.6827  3.1847
H  3.2104  -1.1004  3.4443
H  2.2487  1.6746  5.3853
H  3.6913  2.2325  4.5440
H  3.3294  0.5154  4.6121
H  1.1250  3.4873  3.9034
H  1.0880  3.2694  2.1482
H  2.5936  3.7391  2.9659
H  3.6174  0.4550  2.1042
H  3.8436  2.2066  2.0314
H  2.5681  1.4176  1.0707

The calculation puts the LUMO energy at 2.76 eV. The net charge is -1.

[6]
DFT (ωB97M-V/def2-TZVPD) results for a 7-piece molecular cluster, C22H48B2ClFN3O10 overall at a distorted geometry.

Positions of all 87 atoms, in Å:
C  1.8201  0.8960  1.3663
O  0.9315  0.9215  0.2313
B  0.4934  2.1249  -0.1922
O  -0.7833  2.5709  -0.0477
N  1.4305  3.0593  -0.9304
C  2.3197  2.7565  -1.8539
N  2.4674  1.5088  -2.3322
C  3.7371  0.8291  -2.1871
C  3.7528  -0.4639  -2.9598
F  3.9690  0.6124  -0.8285
N  3.0597  3.7973  -2.3457
Cl  3.7706  3.5206  -3.8906
B  4.0284  4.4712  -1.3823
O  3.5486  5.3189  -0.4445
O  5.3363  4.1654  -1.4933
H  1.3886  1.4538  2.1984
H  2.7949  1.3068  1.1069
H  1.9306  -0.1441  1.6558
H  -0.9016  3.3467  0.5171
H  1.3369  4.0492  -0.7205
H  1.6457  0.9212  -2.2893
H  4.5202  1.5049  -2.5290
H  2.7435  -0.8735  -3.0365
H  4.3492  -1.2044  -2.4344
H  4.1225  -0.2982  -3.9695
H  2.6377  5.6300  -0.5627
H  5.7998  4.1774  -0.6424
C  -0.5772  8.0255  0.0962
C  -0.6899  6.5854  -0.2860
O  0.2943  5.8880  -0.4785
C  -2.0815  6.0336  -0.4248
H  0.4697  8.3139  0.1608
H  -1.0858  8.6475  -0.6401
H  -1.0683  8.1896  1.0546
H  -2.6256  6.5997  -1.1814
H  -2.6186  6.1503  0.5181
H  -2.0531  4.9851  -0.7145
C  -5.2536  9.5139  2.0017
C  -3.9349  10.0469  1.5044
O  -3.0613  9.3101  1.1000
C  -3.7545  11.5421  1.5338
H  -5.2658  8.4292  1.9318
H  -5.4105  9.8134  3.0391
H  -6.0710  9.9255  1.4075
H  -3.8600  11.9111  2.5553
H  -4.5206  12.0231  0.9237
H  -2.7707  11.8044  1.1536
C  2.7264  -2.8189  0.8013
C  3.2163  -3.5139  -0.4481
O  2.7995  -3.2036  -1.5426
C  4.2247  -4.6081  -0.2474
H  1.9922  -2.0618  0.5296
H  2.2681  -3.5474  1.4726
H  3.5645  -2.3459  1.3171
H  3.8025  -5.3906  0.3877
H  5.1181  -4.2199  0.2446
H  4.4983  -5.0419  -1.2059
C  2.7041  -9.8468  1.0945
C  2.8545  -8.4239  1.5728
O  3.8942  -7.8183  1.4466
C  1.6418  -7.7955  2.2166
H  3.6373  -10.1863  0.6528
H  2.4391  -10.4971  1.9297
H  1.9056  -9.9101  0.3533
H  1.3399  -8.3743  3.0909
H  0.8037  -7.7828  1.5177
H  1.8700  -6.7771  2.5213
C  -2.9831  -3.5573  0.6371
C  -1.5922  -4.1424  0.5865
O  -1.2311  -4.9935  1.3653
C  -0.6693  -3.6153  -0.4862
H  -3.5411  -4.0186  1.4485
H  -2.9352  -2.4800  0.8037
H  -3.4955  -3.7402  -0.3096
H  -0.5267  -2.5399  -0.3620
H  -1.0910  -3.7986  -1.4756
H  0.2902  -4.1194  -0.4085
C  -6.3384  -6.0248  0.1692
C  -5.7821  -6.7001  -1.0628
O  -6.1531  -6.4030  -2.1722
C  -4.7314  -7.7605  -0.8293
H  -7.0798  -5.2844  -0.1209
H  -6.8017  -6.7567  0.8325
H  -5.5310  -5.5351  0.7167
H  -5.1376  -8.5612  -0.2092
H  -3.8749  -7.3326  -0.3040
H  -4.4070  -8.1698  -1.7827

The calculation puts the LUMO energy at -3.06 eV. The net charge is +1.

no.,electronic energy (eV)
1,-49629.884
2,-76405.419
3,-42540.766
4,-138711.417
5,-57215.421
6,-65130.542